2 unconnected molecules or ions with the total composition C2H8N2O2 at a distorted geometry, computed with the ωB97M-V functional and the def2-TZVPD basis.

Structure (ORCA input):
```
! RIJCOSX wB97M-V def2-TZVPD def2/J DEFGRID3
* xyz 0 1
N -1.001 -0.380 0.125
H -1.107 1.581 0.848
C -2.397 -0.757 0.038
O 4.279 -0.416 0.244
H 0.364 1.187 -0.011
H -2.916 -0.375 -0.850
N 3.172 0.194 -0.179
H -1.155 1.456 -0.931
H 4.936 0.290 0.369
H -2.912 -0.395 0.935
C -0.711 1.024 -0.009
H -0.298 -0.965 -0.307
O 2.236 -0.600 -0.290
H -2.491 -1.846 0.019
*
```

Output
Molar mass   92.098 g mol⁻¹
Gap between HOMO and LUMO   7.99 eV

***

2 unconnected molecules or ions with the total composition C2H8N2O3 at a distorted geometry, computed with the ωB97M-V functional and the def2-TZVPD basis.

Structure (ORCA input):
```
! RIJCOSX wB97M-V def2-TZVPD def2/J DEFGRID3
* xyz 0 1
N 0.291 0.880 2.146
H 2.393 -1.316 -1.726
H -1.453 -0.879 2.066
H 2.440 -0.655 -3.291
H 2.052 0.506 -1.982
O -0.581 1.394 0.197
C 1.972 -0.546 -2.301
O 0.617 -0.900 -2.432
O -0.013 -0.737 -1.188
C -1.795 0.140 1.743
N -0.650 0.881 1.323
H -0.295 0.288 -1.079
H -2.401 0.573 2.621
H -0.035 0.298 2.965
H -2.543 0.072 0.941
*
```

Output
Molar mass   108.097 g mol⁻¹
Gap between HOMO and LUMO   9.57 eV

***

2 unconnected molecules or ions with the total composition C2H8N2OSi at a distorted geometry, computed with the ωB97M-V functional and the def2-TZVPD basis.

Structure (ORCA input):
```
! RIJCOSX wB97M-V def2-TZVPD def2/J DEFGRID3
* xyz 0 1
H -1.599 -1.703 -1.186
N -1.237 -0.750 -1.246
C 0.143 0.322 1.210
H -2.106 -0.235 -1.165
H 0.881 0.006 1.901
O 1.443 -2.143 0.151
H -1.602 1.521 1.126
Si 0.206 -0.213 -0.582
H 0.795 1.021 -2.482
H 1.617 -1.588 0.901
H -0.876 1.086 2.834
C -0.911 0.959 1.799
H 2.173 0.935 -1.635
N 1.073 0.782 -1.626
*
```

Output
Molar mass   104.185 g mol⁻¹
Gap between HOMO and LUMO   9.62 eV

***

What energy relative to the best compared isomer or geometry (same formula, charge and spin) values result from the calculations? In sequence: 423.7, 677.9, 265.4 kJ/mol.
What E_LUMO values result from the calculations? In sequence: -0.092, 0.041, 0.485 eV.